Entry from the OMol25 dataset: a molecular structure, C2F2O (ωB97M-V/def2-TZVPD).

```
5
C2F2O | the OMol25 dataset | ωB97M-V/def2-TZVPD
C -0.0342 -0.1964 -0.5258
C -0.1320 0.6984 0.5874
O 0.8486 -0.7424 0.1780
F -0.6654 0.7004 1.7475
F -0.0171 -0.4601 -1.9870
```

ΔE to the lowest compared entry with this formula, charge and spin in eV: 2.9379
E in eV: -9550.6494
Molar mass in g mol⁻¹: 78.02
E_HOMO (alpha / beta) in hartree: -0.3514 / -0.3514



Entry from the OMol25 dataset: a molecular structure, C32H30Cl2F2N4O4STa (ωB97M-V/def2-TZVPD).

```
76
C32H30Cl2F2N4O4STa | the OMol25 dataset | ωB97M-V/def2-TZVPD
Ta 0.5368 -0.7747 -0.4863
F 5.3606 -3.4337 -1.2637
C 4.7433 -2.2529 -1.1477
C 3.3838 -2.2273 -0.9086
C 2.7261 -1.0084 -0.7925
C 3.4622 0.1861 -0.9513
C 4.8367 0.0982 -1.1903
F 5.5820 1.2083 -1.3392
C 5.5005 -1.1036 -1.2828
C 2.6895 1.4348 -0.9288
C 3.2186 2.7168 -1.0660
C 2.3861 3.8178 -1.0369
C 1.0223 3.6406 -0.8681
C 0.5456 2.3577 -0.7446
N 1.3438 1.2725 -0.7871
H 2.8658 -3.1759 -0.8382
H 6.5638 -1.1402 -1.4683
H 4.2786 2.8443 -1.1924
H 2.8044 4.8100 -1.1421
H 0.3358 4.4732 -0.8332
H -0.5073 2.1681 -0.6153
Cl 1.1777 -2.8951 1.3602
C 0.8884 -1.7285 2.6806
Cl 1.5728 -0.1621 2.2124
H 1.3942 -2.0889 3.5675
H -0.1821 -1.5910 2.8057
C 0.9591 0.2418 -4.2621
C 0.4528 -1.1572 -4.4640
C 0.2961 -1.7021 -5.7304
C -0.1623 -3.0007 -5.8942
C -0.4720 -3.7770 -4.7878
C -0.3339 -3.2703 -3.5033
C -0.6573 -4.0939 -2.2904
C 0.1286 -1.9561 -3.3600
N 0.2769 -1.4352 -2.0845
H 1.1703 0.7177 -5.2180
H 1.8764 0.2412 -3.6681
H 0.2265 0.8528 -3.7285
H 0.5409 -1.1014 -6.5977
H -0.2758 -3.4107 -6.8889
H -0.8260 -4.7918 -4.9207
H -1.0376 -5.0726 -2.5769
H -1.4041 -3.6032 -1.6621
H 0.2324 -4.2469 -1.6726
S -1.4728 0.8329 2.9434
C -3.1626 0.7732 3.0318
N -3.9203 1.6703 2.3860
C -5.3772 1.7060 2.4144
C -5.8695 1.0948 3.7134
C -5.2407 -0.2760 3.8868
N -3.7930 -0.1635 3.7542
H -3.4107 2.3393 1.8350
H -5.7828 1.1610 1.5587
H -5.6939 2.7447 2.3290
H -6.9552 1.0099 3.6969
H -5.5917 1.7361 4.5517
H -5.6349 -0.9750 3.1405
H -5.4594 -0.6829 4.8727
H -3.1904 -0.7862 4.2639
O -1.3879 0.3273 -0.5900
C -1.9570 -0.6545 -0.0177
O -1.1866 -1.5404 0.4949
C -3.4055 -0.8296 -0.0113
C -4.1832 -0.0646 -0.8726
C -5.5674 -0.2266 -0.9283
C -6.1085 -1.1635 -0.0799
O -7.4145 -1.4775 0.0886
C -7.4395 -2.6079 0.9692
O -6.1378 -2.7176 1.5482
C -5.3298 -1.9172 0.7940
C -3.9718 -1.7878 0.8500
H -3.6955 0.6515 -1.5199
H -6.1867 0.3494 -1.6005
H -7.6631 -3.5083 0.3929
H -8.1734 -2.4369 1.7527
H -3.3583 -2.3724 1.5199
```

ΔE to the lowest compared entry with this formula, charge and spin in eV: 0.0541
E in eV: -90686.2727
Total charge: +1
Molar mass in g mol⁻¹: 856.53
E_HOMO in hartree: -0.3816



Entry from the OMol25 dataset: 4 unconnected molecules or ions with the total composition C9H24FO9S3 (ωB97M-V/def2-TZVPD).

```
46
C9H24FO9S3 | the OMol25 dataset | ωB97M-V/def2-TZVPD
F -2.4125 2.9481 -0.3205
O -5.5978 0.2352 5.5952
S -4.1864 0.6834 5.7502
O -3.8382 2.0789 5.5849
O -3.7657 0.1009 7.2184
C -2.4384 0.3450 7.6560
C -2.1581 -0.6008 8.8499
C -3.0968 -0.3698 4.7590
H -2.5591 1.3718 8.0012
H -1.6154 0.2877 6.9436
H -1.2158 -0.3246 9.3230
H -2.1408 -1.6683 8.6303
H -2.8310 -0.5066 9.7022
H -3.4397 -0.2129 3.7363
H -3.1946 -1.4181 5.0412
H -2.1141 0.0966 4.8289
O 2.2546 4.0890 0.3216
S 3.3185 3.4909 -0.5195
O 4.5897 4.2338 -0.6183
O 3.5991 1.8622 0.0185
C 2.4742 1.1768 0.6226
C 3.0865 0.0509 1.5285
C 2.7211 3.0577 -2.1451
H 1.9831 0.6438 -0.1916
H 1.7007 1.7420 1.1424
H 3.5166 0.4302 2.4555
H 3.8017 -0.4568 0.8814
H 2.2333 -0.5676 1.8074
H 3.0516 3.8498 -2.8170
H 1.6388 2.9318 -2.1741
H 3.2694 2.1723 -2.4669
O -0.3007 -0.1519 -6.4706
S -1.0725 -1.3447 -6.1942
O -2.4923 -1.3112 -6.5311
O -0.3090 -2.6238 -7.0034
C 1.1144 -2.6316 -7.1085
C 1.3949 -2.5553 -8.5873
C -0.7657 -1.9312 -4.4995
H 1.4858 -3.5795 -6.7193
H 1.7110 -1.7864 -6.7652
H 0.8482 -3.3566 -9.0846
H 2.4647 -2.7367 -8.6908
H 1.2751 -1.5774 -9.0535
H 0.2962 -2.1638 -4.4195
H -1.2583 -2.8628 -4.2211
H -1.0264 -1.1402 -3.7964
```

ΔE to the lowest compared entry with this formula, charge and spin in eV: 3.3993
E in eV: -63369.7385
Total charge: -1
Molar mass in g mol⁻¹: 391.48
E_HOMO in hartree: -0.1196



Entry from the OMol25 dataset: C3H4N4 in the gas phase (ωB97M-V/def2-TZVPD).

```
11
C3H4N4 | the OMol25 dataset | ωB97M-V/def2-TZVPD
N -0.4700 1.4364 -1.3409
C -0.1097 0.6081 -0.3225
C -0.2963 -0.7825 -0.3600
N 0.0004 -1.6097 0.6238
C 0.6547 -0.9109 1.6571
N 1.1905 0.3274 1.5786
N 0.6600 1.1100 0.7164
H -0.2875 1.0974 -2.3275
H -1.5785 1.0329 -1.3433
H -0.6984 -1.0302 -1.5225
H 0.9349 -1.2789 2.6408
```

ΔE to the lowest compared entry with this formula, charge and spin in eV: 4.2087
E in eV: -9132.6488
Molar mass in g mol⁻¹: 96.09
E_HOMO in hartree: -0.3392



Entry from the OMol25 dataset: a molecular structure, C11H18CoN6O4Te (ωB97M-V/def2-TZVPD).

```
41
C11H18CoN6O4Te | the OMol25 dataset | ωB97M-V/def2-TZVPD
Co 1.3799 0.2989 -0.0396
N 2.9378 -0.8856 -0.6741
N 3.3866 -1.6561 0.4438
C 2.8337 -1.4089 1.6521
N 3.2577 -1.9293 2.7731
N 1.7918 -0.5820 1.4994
N 1.0305 0.1000 2.3804
O 1.0124 -0.0528 3.5513
O 0.3447 0.9124 1.6876
H 2.7459 -1.5249 -1.4454
H 3.6954 -0.2624 -0.9597
H 4.1941 -2.2543 0.3221
H 4.0722 -2.5285 2.8193
H 2.7778 -1.7263 3.6423
N 2.9878 4.5474 -1.3201
C 1.8381 3.7217 -1.8184
C 1.8359 2.3702 -1.1334
O 0.9592 1.5204 -1.4791
O 2.6472 2.1097 -0.2180
H 2.7877 5.5503 -1.3832
H 3.8450 4.3753 -1.8522
H 3.1896 4.3106 -0.3409
H 1.9037 3.6160 -2.8997
H 0.9086 4.2387 -1.5820
C -2.1515 0.2251 -0.9308
Te -0.5708 -1.2035 -0.7968
C -1.6743 -1.8320 0.9230
C -3.0463 -1.7566 0.2929
C -4.0474 -2.6688 0.5969
C -5.2945 -2.5290 0.0064
C -5.5329 -1.5057 -0.9047
C -4.5274 -0.6098 -1.2375
C -3.2861 -0.7244 -0.6276
H -2.1818 0.6488 -1.9307
H -1.9831 1.0009 -0.1837
H -1.5164 -1.1231 1.7361
H -1.3860 -2.8378 1.2167
H -3.8623 -3.4758 1.2943
H -6.0829 -3.2286 0.2476
H -6.5060 -1.4146 -1.3677
H -4.7137 0.1743 -1.9600
```

ΔE to the lowest compared entry with this formula, charge and spin in eV: 0.0704
E in eV: -73719.2837
Total charge: +3
Molar mass in g mol⁻¹: 484.84
E_HOMO (alpha / beta) in hartree: -0.6133 / -0.6131



Entry from the OMol25 dataset: 2 unconnected molecules or ions with the total composition C2HBrCl2O (ωB97M-V/def2-TZVPD).

```
7
C2HBrCl2O | the OMol25 dataset | ωB97M-V/def2-TZVPD
C 0.4393 0.9901 -0.6197
C -0.6293 -0.5206 0.4266
O 0.0980 1.1007 -1.7148
Cl 1.9615 1.3426 0.1654
Cl -0.2255 -0.4844 2.0773
Br 0.1399 -1.8414 -0.5924
H -1.7840 -0.5871 0.2576
```

ΔE to the lowest compared entry with this formula, charge and spin in eV: 1.6741
E in eV: -99222.6262
Molar mass in g mol⁻¹: 191.84
E_HOMO in hartree: -0.3405



Entry from the OMol25 dataset: C5H5NOS in the gas phase (ωB97M-V/def2-TZVPD).

```
13
C5H5NOS | the OMol25 dataset | ωB97M-V/def2-TZVPD
O 2.6781 0.3847 -0.5695
N 2.4400 0.3527 0.7184
C 1.1981 0.1940 1.0927
C 0.1086 -0.0112 0.1576
C -0.0664 -0.2506 -1.1167
C -1.3645 -0.3499 -1.5661
C -2.2909 -0.2613 -0.6012
S -1.5221 -0.0568 0.9587
H 3.5125 0.5539 -0.7503
H 1.0658 0.0524 1.9395
H 0.8727 -0.1276 -1.6972
H -1.7794 -0.4970 -2.5350
H -3.3330 -0.5451 -0.5665
```

ΔE to the lowest compared entry with this formula, charge and spin in eV: 4.3378
E in eV: -19634.6540
Molar mass in g mol⁻¹: 127.17
E_HOMO in hartree: -0.3178



Entry from the OMol25 dataset: a molecular structure, C18H29Br3Cl10O6 (ωB97M-V/def2-TZVPD).

```
66
C18H29Br3Cl10O6 | the OMol25 dataset | ωB97M-V/def2-TZVPD
O -0.2684 -0.7635 3.6785
C -0.7341 -0.8367 4.7808
O 0.0543 -1.0509 5.8553
C -0.7060 -1.0815 7.0615
C -2.1237 -1.3706 6.6058
C -2.1930 -0.7481 5.1971
H -0.6707 -0.1363 7.6094
H -0.3433 -1.8463 7.7448
H -2.9351 -0.9302 7.1909
H -2.3778 -2.4311 6.5916
H -2.4308 0.3213 5.2128
H -2.9308 -1.1732 4.5243
O 1.4236 2.5251 -5.7937
C 1.6572 2.2712 -4.6483
O 2.7686 1.5789 -4.3330
C 2.8208 1.2529 -2.9456
C 1.6690 2.0179 -2.2456
C 0.8617 2.6016 -3.3983
H 3.7885 1.5022 -2.5109
H 2.7309 0.1728 -2.8189
H 2.0716 2.7192 -1.5192
H 1.0912 1.2674 -1.7141
H 0.7410 3.6835 -3.3620
H -0.1303 2.1545 -3.4443
O -0.1009 -1.3649 -7.8635
C -0.0907 -0.6685 -6.8947
O -0.4766 0.6134 -7.0103
C -0.4882 1.3271 -5.7756
C 0.1100 0.3790 -4.7404
C 0.1209 -1.0014 -5.4151
H -1.5031 1.6021 -5.4907
H 0.1208 2.2199 -5.8981
H -0.4878 0.2789 -3.8361
H 1.1299 0.6351 -4.4552
H -0.7643 -1.6016 -5.2030
H 1.0523 -1.5309 -5.2609
C -5.2631 -0.4022 0.5048
Cl -4.1143 -0.6619 1.8106
Cl -6.6480 0.6106 0.9833
H -4.7699 0.1050 -0.3155
H -5.6920 -1.3478 0.1971
C -0.9253 0.0616 0.5035
Cl 0.8277 -0.1382 0.4621
Cl -1.5630 0.2378 -1.1366
H -1.3818 -0.7853 0.9888
H -1.1172 0.9942 1.0226
C 0.1258 -3.6412 1.7463
Cl 0.1359 -5.3716 1.3503
Cl -1.5517 -3.0367 1.8057
H 0.5434 -3.5321 2.7416
H 0.7097 -3.0265 1.0713
C 3.0077 -0.2939 3.4176
Cl 4.4847 0.6449 3.4229
Cl 3.2982 -1.9682 2.9119
H 2.6595 -0.2841 4.4442
H 2.2535 0.1045 2.7510
C 2.1017 -2.4150 -1.5668
Cl 0.4810 -3.1093 -1.8236
Cl 2.7406 -1.7940 -3.0837
H 2.0246 -1.5729 -0.8881
H 2.7710 -3.1966 -1.2286
C 0.4269 4.3703 2.5956
Br -0.4862 4.7557 0.9037
Br 2.3605 4.3486 2.3317
Br -0.1123 2.6070 3.2885
H 0.2157 5.1490 3.3130
```

ΔE to the lowest compared entry with this formula, charge and spin in eV: 0.4506
E in eV: -366770.7000
Molar mass in g mol⁻¹: 935.67
E_HOMO in hartree: -0.3257



- Number 1 is which compound?
  C2F2O